DFT (ωB97M-V with the def2-TZVPD basis set) results for a molecular structure, C67H53IrN3P3Si.

Cartesian coordinates (Å):
C: 2.492 -1.197 3.642
H: 4.474 -4.291 1.746
C: 2.772 -3.257 0.972
H: 0.034 -0.513 -2.485
H: -3.309 3.586 -0.180
C: -4.506 -3.936 -2.476
H: 5.842 -3.934 -0.286
C: -1.322 4.149 -2.738
H: 3.581 -2.548 4.898
C: 2.149 0.951 -1.460
H: 2.087 0.143 -2.194
C: -3.946 4.521 -2.817
C: -1.872 -3.574 2.891
C: -0.664 -3.192 -4.419
C: -1.594 -0.307 4.968
P: 0.473 -2.018 -0.088
H: -0.912 -3.450 -5.440
H: -0.433 -1.098 -4.827
H: 5.692 -2.309 3.632
H: 5.224 4.416 -0.924
C: 4.693 3.769 -1.610
H: -2.475 5.575 -1.511
H: -2.599 -3.206 3.607
H: -2.456 -0.959 5.047
C: -3.644 0.075 0.434
C: 3.727 -0.241 1.817
H: 5.596 4.617 -3.363
C: -0.306 -3.178 1.105
C: 3.165 4.894 2.081
H: -0.279 -4.640 -1.393
C: 0.620 1.358 4.830
C: -0.043 1.186 6.034
C: 0.168 0.702 3.690
C: 2.217 -2.579 -0.109
H: 2.194 -3.418 1.871
C: 4.065 -3.751 0.902
H: 4.882 -2.700 -2.206
H: 2.823 1.428 -4.035
C: 2.536 -0.344 2.542
C: -4.530 -2.767 -3.214
H: 4.396 3.112 -4.917
C: -2.337 1.155 -2.037
C: -3.841 -1.642 -2.776
H: -2.226 0.112 -3.844
Ir: -0.308 0.171 0.409
C: 4.807 -1.771 3.319
C: 3.073 2.624 2.867
H: -5.120 0.811 -0.943
C: -0.623 -4.177 -3.441
C: -4.909 0.525 0.082
C: -0.103 -1.550 -2.758
C: 0.357 2.464 -1.805
H: 1.585 -1.288 4.226
H: -0.450 -6.476 1.892
C: -2.628 4.654 -2.071
C: -1.913 2.198 -4.294
C: 3.118 1.981 -1.984
H: 1.088 3.018 -2.391
H: -0.573 4.933 -2.847
C: 3.345 2.091 -3.352
C: -2.170 1.080 -3.369
H: 3.496 1.840 3.479
H: 4.562 4.035 3.469
H: -6.407 0.237 3.097
Si: -1.544 -0.817 2.093
H: 5.770 -0.841 1.638
H: -6.886 0.967 0.787
C: -1.580 3.478 -4.071
H: -2.039 1.923 -5.336
C: 4.902 3.880 -2.978
H: -4.186 -0.588 3.704
C: -0.397 -1.877 -4.075
N: -1.753 2.719 1.650
C: -5.903 0.597 1.046
C: 1.424 3.422 1.316
C: 3.806 2.824 -1.116
C: -1.227 -2.677 2.038
H: -1.493 4.118 -4.943
C: -1.140 0.338 6.108
H: -5.050 -4.807 -2.816
P: -2.354 -0.193 -0.824
C: -0.029 -2.536 -1.776
C: -0.962 -0.122 3.737
C: 4.852 -0.946 2.202
C: -1.257 1.812 1.132
H: 1.482 2.012 4.784
C: 3.625 -1.906 4.028
C: -5.633 0.182 2.343
C: -4.343 3.436 -2.158
C: -3.112 -2.855 -0.847
H: -2.600 -2.897 0.100
H: 2.532 0.494 -0.550
C: -0.290 -3.855 -2.135
C: -0.022 -4.546 1.074
C: -3.136 3.422 -1.244
N: -2.087 2.411 -1.421
H: -3.802 -4.868 -0.672
C: -3.804 -3.972 -1.279
H: -5.239 2.832 -2.193
H: -1.648 0.191 7.052
H: 3.650 2.745 -0.047
N: 0.761 1.383 -1.179
C: -0.676 -5.418 1.927
C: -0.927 3.016 -1.839
C: -1.611 -4.933 2.834
H: 3.801 0.441 0.979
H: -3.941 -0.731 -3.344
C: 4.832 -3.547 -0.234
C: -3.090 -1.683 -1.604
C: -3.348 -0.352 1.737
H: 0.544 3.273 0.715
H: 1.618 5.462 0.708
C: 1.937 2.380 2.086
H: 3.641 5.867 2.078
H: 0.729 -4.933 0.397
C: 4.229 3.038 -3.851
H: 2.569 -1.905 -2.124
C: 3.683 3.868 2.861
H: -5.104 -2.714 -4.130
C: 4.296 -2.854 -1.310
H: -2.125 -5.615 3.499
C: 2.992 -2.387 -1.253
C: 2.033 4.668 1.316
H: -0.851 -5.204 -3.695
P: 1.121 0.740 2.130
H: 0.300 1.709 6.917
C: -4.373 -0.292 2.679
H: -4.399 5.123 -3.593

## Properties
Maximum force, eV Å⁻¹: 0.6
Total charge: +1
Gap between HOMO and LUMO (alpha / beta), eV: 7.5 / 7.5
Multiplicity: 2
Total energy, hartree: -4167.0049
HOMO energy (alpha / beta), eV: -9.8 / -10.8

Results of the Löwdin charge analysis, in e, for atoms 1 through 99: -0.07 0.11 -0.11 0.06 0.13 -0.07 0.11 -0.18 0.11 -0.18 0.09 -0.01 -0.08 -0.06 -0.08 0.97 0.11 0.11 0.11 0.11 -0.06 0.15 0.10 0.09 -0.36 -0.11 0.11 -0.37 -0.07 0.09 -0.06 -0.06 -0.37 -0.32 0.10 -0.08 0.11 0.12 -0.34 -0.07 0.11 -0.33 -0.08 0.08 0.71 -0.08 -0.10 0.10 -0.05 -0.07 -0.15 -0.09 0.11 0.11 -0.14 -0.04 -0.23 0.14 0.15 -0.05 -0.05 0.11 0.11 0.11 0.53 0.12 0.11 -0.02 0.11 -0.08 0.09 -0.07 0.10 -0.06 -0.10 -0.03 -0.29 0.12 -0.06 0.11 1.02 -0.36 -0.26 -0.07 -0.52 0.10 -0.07 -0.06 0.00 -0.09 0.08 0.07 -0.07 -0.11 -0.18 -0.04 0.11 -0.06 0.10